Here is one molecule with the formula C5H10N2 from the OMol25 dataset. Energies are from wB97M-V/def2-TZVPD.

Last column: Löwdin charge in e.
Cartesian coordinates (Å):
1 C -1.969 -0.261 0.173  -0.08
2 C -1.189 0.017 -1.106  -0.23
3 N 0.192 1.034 -1.248  0.05
4 C 0.426 -0.245 -0.891  -0.36
5 C 0.981 -0.533 0.507  -0.30
6 C 2.209 0.197 0.926  -0.14
7 N 0.908 0.547 1.479  0.01
8 H -3.021 0.010 0.030  0.08
9 H -1.537 0.376 0.945  0.07
10 H -1.917 -1.304 0.521  0.08
11 H -1.519 -0.460 -2.033  0.13
12 H -1.319 1.148 -1.346  0.15
13 H 0.778 -0.950 -1.658  0.13
14 H 0.847 -1.538 0.901  0.13
15 H 2.893 -0.269 1.635  0.10
16 H 2.678 0.880 0.219  0.11
17 H 0.560 1.349 0.945  0.07

DFT total energy: -305.8431 Eh
Charge: 0
Molar mass: 98.149 g mol⁻¹
Energy relative to the best compared isomer or geometry (same formula, charge and spin): 113.4 kcal/mol
LUMO level: 1.052 eV

---

Here is one molecule with the formula C5H10N2 from the OMol25 dataset. Energies are from wB97M-V/def2-TZVPD.

Last column: Löwdin charge in e.
Cartesian coordinates (Å):
1 C -2.075 -0.146 0.117  -0.05
2 C -1.107 -0.223 -1.040  -0.32
3 N -0.191 0.865 -1.406  0.06
4 C 0.356 -0.422 -0.977  -0.28
5 C 1.273 -0.521 0.208  -0.19
6 C 2.043 1.033 1.669  0.01
7 N 0.958 0.333 1.354  -0.12
8 H -2.951 0.438 -0.185  0.08
9 H -1.674 0.313 1.025  0.06
10 H -2.419 -1.150 0.388  0.08
11 H -1.568 -0.657 -1.925  0.13
12 H -0.120 1.560 -0.662  0.09
13 H 0.813 -0.974 -1.797  0.14
14 H 1.501 -1.543 0.519  0.13
15 H 2.867 0.284 1.614  0.00
16 H 2.192 -0.059 -0.175  0.10
17 H 0.101 0.869 1.273  0.07

DFT total energy: -305.8631 Eh
Charge: 0
Molar mass: 98.149 g mol⁻¹
Energy relative to the best compared isomer or geometry (same formula, charge and spin): 100.9 kcal/mol
LUMO level: 0.824 eV

---

Here is a 2-piece molecular cluster, C5H10N2 overall from the OMol25 dataset. Energies are from wB97M-V/def2-TZVPD.

Last column: Löwdin charge in e.
Cartesian coordinates (Å):
1 H -0.694 2.262 -0.931  0.05
2 N -0.095 1.941 -0.162  0.08
3 C 0.870 1.231 -0.637  -0.28
4 C 1.756 0.439 0.243  -0.19
5 C 2.942 0.025 -0.242  0.03
6 H 1.005 1.100 -1.724  0.12
7 H 1.577 0.533 1.310  0.10
8 H 3.695 -0.392 0.419  0.06
9 H 3.203 0.118 -1.292  0.06
10 H -2.586 -1.660 -1.131  0.04
11 N -1.595 -1.862 -0.957  0.06
12 C -1.179 -1.269 0.105  -0.33
13 C -2.055 -0.438 0.986  -0.11
14 H -0.046 -1.316 0.378  0.10
15 H -1.432 0.207 1.611  0.05
16 H -2.635 -1.092 1.641  0.07
17 H -2.731 0.175 0.384  0.07

DFT total energy: -305.9499 Eh
Charge: 0
Molar mass: 98.149 g mol⁻¹
Energy relative to the best compared isomer or geometry (same formula, charge and spin): 46.4 kcal/mol
SMILES: [H]/N=C/C=C.[H]/N=C\C
LUMO level: 0.488 eV

---

Here is one molecule with the formula C5H10N2 from the OMol25 dataset. Energies are from wB97M-V/def2-TZVPD.

Last column: Löwdin charge in e.
Cartesian coordinates (Å):
1 H 0.557 -1.631 2.029  0.03
2 N 0.769 -0.646 2.203  0.09
3 C 0.628 0.062 1.124  -0.47
4 N 0.943 1.382 1.232  0.11
5 C 0.231 -0.577 -0.231  -0.31
6 C -0.997 -1.487 -0.126  -0.07
7 C 0.062 0.380 -1.394  -0.16
8 C -0.680 1.497 -1.397  0.01
9 H 1.330 1.824 0.406  0.09
10 H 1.459 1.580 2.083  0.10
11 H 1.093 -1.217 -0.474  0.14
12 H -0.952 -2.267 -0.896  0.08
13 H -1.931 -0.934 -0.275  0.08
14 H -1.077 -1.992 0.841  0.07
15 H 0.555 0.090 -2.320  0.10
16 H -1.222 1.826 -0.513  0.07
17 H -0.768 2.109 -2.290  0.05

DFT total energy: -305.9994 Eh
Charge: 0
Molar mass: 98.149 g mol⁻¹
Energy relative to the best compared isomer or geometry (same formula, charge and spin): 15.3 kcal/mol
SMILES: [H]/N=C(/N)[C@@H](C)C=C
LUMO level: 0.974 eV

---

Here is one molecule with the formula C5H10N2 from the OMol25 dataset. Energies are from wB97M-V/def2-TZVPD.

Last column: Löwdin charge in e.
Cartesian coordinates (Å):
1 C 1.402 0.203 0.765  -0.29
2 C 0.032 0.702 1.317  -0.19
3 C -1.186 0.333 0.549  -0.05
4 C -1.357 0.734 -0.740  -0.29
5 N -2.091 0.221 -1.847  -0.06
6 C -1.083 -0.651 -1.766  -0.10
7 N 1.422 -1.140 0.266  0.01
8 H 2.061 0.278 1.627  0.11
9 H 1.738 0.948 0.036  0.10
10 H -0.013 0.382 2.360  0.11
11 H 0.137 1.792 1.316  0.12
12 H -1.965 -0.269 1.011  0.12
13 H -0.842 1.665 -1.027  0.12
14 H -1.327 -1.560 -1.206  0.09
15 H -0.223 -0.679 -2.456  0.10
16 H 2.265 -1.660 0.437  0.07
17 H 1.032 -1.298 -0.643  0.03

DFT total energy: -305.8333 Eh
Charge: 0
Molar mass: 98.149 g mol⁻¹
Energy relative to the best compared isomer or geometry (same formula, charge and spin): 119.6 kcal/mol
LUMO level: -0.396 eV

---

Here is one molecule with the formula C5H10N2 from the OMol25 dataset. Energies are from wB97M-V/def2-TZVPD.

Last column: Löwdin charge in e.
Cartesian coordinates (Å):
1 C 1.896 0.541 0.347  -0.09
2 C 1.079 1.600 -0.454  -0.25
3 N -0.053 0.764 -0.812  -0.01
4 C -0.885 0.643 0.134  -0.16
5 C -1.164 -0.773 0.522  -0.31
6 C -1.953 -1.697 -0.309  -0.15
7 N -0.505 -1.760 -0.327  0.01
8 H 2.958 0.735 0.444  0.06
9 H 1.803 -0.455 -0.099  0.07
10 H 1.528 0.403 1.375  0.08
11 H 0.843 2.446 0.225  0.11
12 H 1.568 1.960 -1.374  0.10
13 H -1.115 1.464 0.837  0.12
14 H -0.943 -0.910 1.591  0.14
15 H -2.483 -2.522 0.163  0.10
16 H -2.459 -1.178 -1.126  0.11
17 H -0.115 -1.262 -1.137  0.08

DFT total energy: -305.9164 Eh
Charge: 0
Molar mass: 98.149 g mol⁻¹
Energy relative to the best compared isomer or geometry (same formula, charge and spin): 67.4 kcal/mol
SMILES: CC/N=C/[C@H]1CN1
LUMO level: 0.905 eV

---

| no. | F_max (eV/Å) | HOMO level (eV) |
| --- | --- | --- |
| 1 | 0.92 | -8.55 |
| 2 | 2.10 | -8.35 |
| 3 | 2.23 | -9.71 |
| 4 | 2.26 | -9.02 |
| 5 | 1.98 | -7.28 |
| 6 | 0.78 | -8.85 |